No. 1
# C3H9NO3

A cluster of 2 separate species, C3H9NO3 in total in a non-equilibrium geometry (ωB97M-V/def2-TZVPD, the OMol25 dataset).

Properties
Relative energy (zero: lowest compared OMol25 entry of this formula, charge and spin) in kJ/mol: 98.71
Kohn-Sham gap in eV: 10.47
Lowest unoccupied orbital energy in Eh: 0.02274
Net charge: 0
Energy in eV: -10889.558
SMILES: NCCC(=O)O.O
HOMO level in eV: -9.9

Cartesian coordinates (Å):
N1 0.089 1.678 -1.631
C1 0.499 0.591 -0.802
C2 -0.188 -0.810 -0.995
C3 -0.388 -1.515 0.290
O1 0.542 -1.785 1.009
O2 -1.634 -1.890 0.655
H1 -0.895 1.869 -1.527
H2 0.342 1.506 -2.581
H3 1.560 0.347 -0.902
H4 0.485 0.814 0.269
H5 0.421 -1.379 -1.688
H6 -1.158 -0.598 -1.458
H7 -1.494 -2.207 1.541
O3 0.600 1.177 2.996
H8 -0.087 1.461 2.362
H9 1.306 0.743 2.463

***

No. 2
# C4H7NO

The molecule C4H7NO (ωB97M-V/def2-TZVPD, the OMol25 dataset).

Properties
Relative energy (zero: lowest compared OMol25 entry of this formula, charge and spin) in kJ/mol: 164.64
Kohn-Sham gap in eV: 10.88
Lowest unoccupied orbital energy in Eh: 0.03810
Net charge: 0
Energy in eV: -7797.938
SMILES: CC(=O)[C@H]1CN1
HOMO level in eV: -9.8

Cartesian coordinates (Å):
C1 1.942 -0.328 0.383
C2 0.638 0.427 0.207
O1 0.505 1.575 0.588
C3 -0.495 -0.320 -0.440
C4 -1.846 -0.067 0.131
N1 -1.534 0.353 -1.219
H1 2.599 -0.108 -0.469
H2 1.800 -1.414 0.419
H3 2.439 0.016 1.293
H4 -0.262 -1.315 -0.803
H5 -1.870 0.713 0.887
H6 -2.549 -0.889 0.261
H7 -1.367 1.357 -1.239